C78H164N9O4 | wB97M-V/def2-TZVPD

Last column: Löwdin charge in e.
CARTESIAN COORDINATES (ANGSTROEM)
C (-1.16, 0.06, 0.73)  -0.0211
C (-1.17, 0.58, 2.09)  -0.3032
C (0.10, 1.03, 2.75)  -0.3992
O (0.15, 1.30, 4.01)  -0.0561
C (1.30, 0.90, 2.12)  -0.0360
C (1.40, 0.30, 0.78)  -0.3552
C (0.15, -0.25, 0.06)  -0.3122
O (0.26, -0.99, -1.00)  -0.0815
O (2.51, 0.16, 0.24)  -0.0554
O (-2.39, 0.65, 2.56)  -0.0693
H (-2.10, -0.31, 0.36)  0.0528
H (2.17, 0.99, 2.75)  0.0819
C (-8.57, 3.24, -3.67)  -0.0591
C (-7.33, 2.97, -2.78)  -0.2454
C (-7.62, 2.95, -1.30)  -0.0947
N (-6.35, 2.75, -0.45)  -0.2092
C (-5.69, 4.09, -0.03)  0.0532
C (-5.32, 1.87, -1.09)  -0.1255
C (-4.60, 1.05, -0.02)  -0.1548
C (-5.45, 1.23, 1.18)  -0.1954
C (-6.67, 1.99, 0.88)  -0.0558
H (-8.92, 4.27, -3.73)  0.0934
H (-9.43, 2.65, -3.36)  0.0904
H (-8.43, 3.01, -4.73)  0.0822
H (-6.55, 3.71, -2.96)  0.1108
H (-6.98, 1.98, -3.05)  0.0729
H (-8.36, 2.17, -1.13)  0.1432
H (-8.15, 3.85, -0.96)  0.1512
H (-6.42, 4.59, 0.61)  0.1144
H (-5.48, 4.65, -0.94)  0.1108
H (-4.83, 4.02, 0.64)  0.0916
H (-4.66, 2.44, -1.74)  0.1312
H (-5.98, 1.14, -1.55)  0.1279
H (-3.60, 1.45, 0.17)  0.0870
H (-4.43, 0.03, -0.35)  0.1058
H (-4.82, 1.75, 1.89)  0.1005
H (-5.71, 0.25, 1.59)  0.1216
H (-7.11, 2.63, 1.65)  0.1550
H (-7.32, 1.15, 0.64)  0.1421
C (5.78, 3.94, 1.96)  -0.0752
C (6.09, 3.49, 0.57)  -0.2226
C (5.35, 2.20, 0.12)  -0.0733
N (5.63, 1.93, -1.43)  -0.2321
C (7.13, 1.80, -1.73)  0.0484
C (4.99, 0.60, -1.93)  -0.0805
C (4.64, 0.85, -3.42)  -0.1516
C (4.88, 2.32, -3.77)  -0.1063
C (5.03, 2.99, -2.37)  -0.0973
H (6.19, 3.20, 2.65)  0.0595
H (4.71, 4.10, 2.12)  0.0802
H (6.43, 4.78, 2.22)  0.1026
H (7.12, 3.17, 0.39)  0.1084
H (5.91, 4.22, -0.22)  0.1120
H (4.28, 2.39, 0.16)  0.1089
H (5.59, 1.27, 0.65)  0.1258
H (7.56, 2.79, -1.63)  0.1142
H (7.32, 1.38, -2.72)  0.1194
H (7.34, 1.10, -0.92)  0.1126
H (5.78, -0.15, -1.83)  0.1197
H (4.15, 0.39, -1.27)  0.0861
H (5.22, 0.11, -3.97)  0.1097
H (3.67, 0.45, -3.69)  0.0970
H (5.85, 2.45, -4.25)  0.1200
H (4.11, 2.80, -4.38)  0.1213
H (5.63, 3.90, -2.42)  0.1344
H (4.09, 3.29, -1.91)  0.1019
C (-5.42, -2.80, -7.15)  -0.0699
C (-5.28, -1.73, -6.07)  -0.2126
C (-4.02, -0.89, -6.25)  -0.1042
N (-3.66, 0.20, -5.17)  -0.1810
C (-4.92, 1.12, -4.90)  0.0605
C (-2.33, 0.93, -5.42)  -0.0539
C (-1.17, -0.01, -4.94)  -0.1105
C (-1.87, -0.99, -4.02)  -0.2230
C (-3.28, -0.62, -3.91)  -0.1369
H (-5.67, -2.35, -8.11)  0.0936
H (-6.23, -3.53, -7.14)  0.0953
H (-4.55, -3.44, -7.33)  0.0838
H (-5.13, -2.21, -5.10)  0.0950
H (-6.09, -1.01, -5.96)  0.1098
H (-3.94, -0.28, -7.15)  0.1436
H (-3.22, -1.62, -6.34)  0.1279
H (-5.41, 1.32, -5.85)  0.1185
H (-4.71, 2.03, -4.33)  0.0887
H (-5.55, 0.48, -4.30)  0.0861
H (-2.31, 1.89, -4.92)  0.1272
H (-2.17, 1.12, -6.48)  0.1386
H (-0.25, 0.39, -4.51)  0.0946
H (-0.87, -0.60, -5.80)  0.1101
H (-1.56, -0.96, -2.97)  0.1060
H (-1.88, -2.01, -4.41)  0.1106
H (-3.25, 0.11, -3.09)  0.1250
H (-3.92, -1.46, -3.66)  0.1276
C (-5.23, -0.32, 4.74)  -0.1027
C (-4.91, 1.14, 4.94)  -0.2123
C (-3.83, 1.18, 6.09)  -0.0611
N (-3.26, 2.61, 6.24)  -0.2737
C (-4.23, 3.52, 6.89)  0.0390
C (-2.68, 3.14, 4.91)  -0.1207
C (-1.55, 4.13, 5.25)  -0.1404
C (-1.00, 3.71, 6.64)  -0.0916
C (-1.97, 2.59, 7.14)  -0.0585
H (-4.38, -0.94, 4.45)  0.0682
H (-5.98, -0.31, 3.95)  0.0679
H (-5.59, -0.80, 5.65)  0.0952
H (-5.89, 1.58, 5.15)  0.1208
H (-4.44, 1.53, 4.03)  0.0635
H (-2.94, 0.66, 5.76)  0.1244
H (-4.10, 0.83, 7.09)  0.1477
H (-5.02, 3.49, 6.14)  0.1024
H (-3.76, 4.50, 6.95)  0.1222
H (-4.53, 3.07, 7.83)  0.1271
H (-3.55, 3.52, 4.38)  0.1188
H (-2.33, 2.32, 4.28)  0.0894
H (-2.02, 5.10, 5.11)  0.1150
H (-0.75, 4.04, 4.50)  0.0869
H (-1.29, 4.52, 7.31)  0.1136
H (0.08, 3.56, 6.74)  0.1113
H (-2.34, 2.49, 8.15)  0.1422
H (-1.51, 1.63, 6.87)  0.0963
C (1.39, 2.32, -2.43)  -0.0859
C (0.21, 3.07, -1.83)  -0.2273
C (0.72, 3.76, -0.60)  -0.1112
N (-0.20, 4.91, -0.08)  -0.2021
C (-0.03, 6.18, -0.98)  0.0532
C (-1.69, 4.47, 0.19)  -0.0265
C (-2.01, 5.06, 1.63)  -0.1251
C (-0.86, 5.98, 1.95)  -0.1298
C (0.31, 5.27, 1.28)  -0.1396
H (2.03, 1.82, -1.70)  0.0641
H (1.91, 3.10, -2.99)  0.0831
H (1.06, 1.56, -3.14)  0.0637
H (-0.57, 2.35, -1.57)  0.0999
H (-0.05, 3.77, -2.62)  0.1138
H (1.74, 4.10, -0.77)  0.1358
H (0.65, 3.05, 0.22)  0.1149
H (0.95, 6.66, -0.97)  0.1199
H (-0.66, 7.04, -0.73)  0.1091
H (-0.43, 5.91, -1.95)  0.0987
H (-2.23, 5.04, -0.57)  0.1193
H (-1.91, 3.41, 0.09)  0.1091
H (-2.97, 5.56, 1.53)  0.1179
H (-2.00, 4.27, 2.38)  0.0947
H (-1.08, 6.94, 1.48)  0.1252
H (-0.51, 6.05, 2.98)  0.1248
H (1.26, 5.78, 1.14)  0.1409
H (0.65, 4.42, 1.86)  0.1298
C (1.07, 0.13, 7.48)  -0.0801
C (2.40, 0.81, 7.24)  -0.2150
C (3.03, 0.52, 5.88)  -0.0989
N (4.25, 1.49, 5.53)  -0.1788
C (3.81, 2.98, 5.52)  0.0510
C (4.79, 0.95, 4.12)  -0.1224
C (6.20, 0.51, 4.29)  -0.1646
C (6.70, 1.34, 5.51)  -0.1071
C (5.48, 1.25, 6.46)  -0.0590
H (0.70, 0.52, 8.43)  0.0906
H (0.97, -0.95, 7.59)  0.0871
H (0.34, 0.34, 6.70)  0.0507
H (3.12, 0.62, 8.04)  0.1240
H (2.33, 1.89, 7.34)  0.0947
H (2.34, 0.70, 5.06)  0.0898
H (3.39, -0.51, 5.78)  0.1231
H (3.64, 3.32, 6.53)  0.1057
H (2.90, 3.08, 4.94)  0.1003
H (4.64, 3.47, 5.02)  0.0974
H (4.60, 1.84, 3.52)  0.0952
H (4.29, 0.07, 3.70)  0.0891
H (6.74, 0.63, 3.35)  0.1200
H (6.11, -0.57, 4.47)  0.1147
H (6.94, 2.35, 5.18)  0.1184
H (7.61, 0.88, 5.88)  0.1351
H (5.65, 2.06, 7.16)  0.1412
H (5.42, 0.26, 6.91)  0.1419
C (0.92, -2.48, -3.66)  -0.1198
C (1.25, -3.19, -4.96)  -0.1855
C (2.84, -3.10, -5.29)  -0.0412
N (3.20, -3.87, -6.61)  -0.2424
C (2.53, -3.36, -7.88)  0.0486
C (2.95, -5.35, -6.48)  -0.1126
C (3.92, -6.11, -7.47)  -0.0966
C (5.18, -5.25, -7.35)  -0.1486
C (4.78, -3.94, -6.69)  -0.0819
H (0.97, -1.43, -3.96)  0.0541
H (1.73, -2.43, -2.94)  0.0700
H (-0.06, -2.71, -3.23)  0.0517
H (0.61, -2.80, -5.75)  0.0947
H (0.85, -4.18, -4.74)  0.0981
H (3.51, -3.58, -4.57)  0.1167
H (3.12, -2.09, -5.58)  0.1272
H (1.46, -3.57, -7.81)  0.1008
H (2.88, -3.94, -8.73)  0.1112
H (2.75, -2.34, -8.20)  0.1139
H (1.87, -5.52, -6.47)  0.1312
H (3.30, -5.60, -5.48)  0.1323
H (3.56, -6.12, -8.50)  0.1185
H (4.06, -7.13, -7.10)  0.1301
H (5.60, -5.05, -8.34)  0.1285
H (5.95, -5.78, -6.80)  0.1319
H (5.39, -3.11, -7.04)  0.1412
H (5.14, -4.02, -5.66)  0.1125
C (6.56, -6.12, 2.13)  -0.0513
C (5.84, -4.70, 2.26)  -0.1960
C (4.31, -4.73, 1.92)  -0.0553
N (3.71, -3.36, 1.33)  -0.1998
C (4.47, -3.13, -0.03)  0.0458
C (2.22, -3.48, 1.19)  -0.1236
C (1.71, -3.28, 2.58)  -0.1735
C (2.63, -2.36, 3.31)  -0.1194
C (3.88, -2.25, 2.37)  -0.0766
H (6.48, -6.54, 1.12)  0.0709
H (6.04, -6.76, 2.85)  0.0827
H (7.64, -6.17, 2.28)  0.0871
H (6.38, -3.91, 1.72)  0.0871
H (6.00, -4.41, 3.30)  0.1027
H (3.67, -4.89, 2.79)  0.1240
H (4.09, -5.52, 1.20)  0.1295
H (5.48, -2.86, 0.25)  0.0892
H (3.92, -2.53, -0.76)  0.0895
H (4.67, -4.04, -0.60)  0.1032
H (1.82, -2.68, 0.57)  0.1144
H (1.88, -4.40, 0.71)  0.1430
H (0.70, -2.88, 2.58)  0.1193
H (1.64, -4.25, 3.07)  0.1230
H (2.19, -1.37, 3.47)  0.0923
H (2.89, -2.61, 4.34)  0.1246
H (4.05, -1.36, 1.76)  0.1065
H (4.84, -2.29, 2.90)  0.1144
C (-1.97, -6.31, -3.04)  -0.0845
C (-2.46, -5.08, -2.26)  -0.2073
C (-2.29, -5.38, -0.74)  -0.0841
N (-2.98, -4.29, 0.15)  -0.2050
C (-2.09, -3.02, 0.28)  0.0311
C (-3.25, -4.79, 1.57)  -0.0792
C (-4.22, -3.76, 2.15)  -0.1497
C (-4.99, -3.30, 0.99)  -0.1934
C (-4.47, -3.83, -0.26)  -0.0734
H (-2.29, -7.26, -2.61)  0.0920
H (-0.89, -6.34, -3.16)  0.0727
H (-2.36, -6.25, -4.06)  0.0838
H (-3.55, -5.11, -2.36)  0.1024
H (-1.99, -4.21, -2.73)  0.0875
H (-1.32, -5.60, -0.29)  0.1324
H (-2.75, -6.34, -0.51)  0.1312
H (-2.06, -2.60, -0.72)  0.0851
H (-1.09, -3.36, 0.59)  0.0962
H (-2.49, -2.29, 0.98)  0.0822
H (-2.38, -4.77, 2.23)  0.1421
H (-3.68, -5.77, 1.38)  0.1447
H (-3.70, -2.99, 2.72)  0.1130
H (-4.82, -4.23, 2.93)  0.1410
H (-4.84, -2.24, 0.75)  0.0961
H (-6.06, -3.25, 1.20)  0.1489
H (-4.48, -3.26, -1.18)  0.1260
H (-4.87, -4.82, -0.48)  0.1402

Values from the calculation:
Highest occupied orbital energy ... -19.369 eV
Total charge ... +7
Calculated total energy ... -105065.70555 eV
F_max ... 5.108 eV/Å
Energy relative to the best compared isomer or geometry (same formula, charge and spin) ... 600.4 kJ/mol
LUMO ... -12.120 eV